{
  "formula": "C53H145Cl2N13O13",
  "method": "ωB97M-V/def2-TZVPD",
  "symbols": ["C", "C", "C", "O", "C", "N", "H", "H", "H", "H", "H", "H", "H", "H", "H", "H", "H", "C", "C", "C", "O", "C", "N", "H", "H", "H", "H", "H", "H", "H", "H", "H", "H", "H", "C", "C", "C", "O", "C", "N", "H", "H", "H", "H", "H", "H", "H", "H", "H", "H", "H", "C", "C", "C", "O", "C", "N", "H", "H", "H", "H", "H", "H", "H", "H", "H", "H", "H", "C", "C", "C", "O", "C", "N", "H", "H", "H", "H", "H", "H", "H", "H", "H", "H", "H", "C", "C", "C", "O", "C", "N", "H", "H", "H", "H", "H", "H", "H", "H", "H", "H", "H", "C", "C", "C", "O", "C", "N", "H", "H", "H", "H", "H", "H", "H", "H", "H", "H", "H", "C", "C", "C", "O", "C", "N", "H", "H", "H", "H", "H", "H", "H", "H", "H", "H", "H", "C", "C", "C", "O", "C", "N", "H", "H", "H", "H", "H", "H", "H", "H", "H", "H", "H", "C", "C", "C", "O", "C", "N", "H", "H", "H", "H", "H", "H", "H", "H", "H", "H", "H", "C", "C", "C", "O", "C", "N", "H", "H", "H", "H", "H", "H", "H", "H", "H", "H", "H", "C", "C", "C", "O", "C", "N", "H", "H", "H", "H", "H", "H", "H", "H", "H", "H", "H", "C", "C", "C", "O", "C", "N", "H", "H", "H", "H", "H", "H", "H", "H", "H", "H", "H", "C", "Cl", "Cl", "H", "H"],
  "positions_angstrom": [[-7.634210, 0.150320, 14.090540], [-6.731800, -0.321530, 15.219760], [-7.563610, -1.124750, 16.382900], [-6.677510, -1.733110, 17.362930], [-5.825790, -0.886170, 18.020730], [-5.773450, -1.213380, 14.568100], [-7.081830, 0.639680, 13.288350], [-8.465890, 0.723820, 14.499810], [-8.226440, -0.678530, 13.702740], [-6.140490, 0.494160, 15.635820], [-8.163200, -1.989550, 16.098820], [-8.302800, -0.472480, 16.847930], [-6.312360, -0.059700, 18.538700], [-5.027580, -0.475290, 17.402570], [-5.358160, -1.404460, 18.857880], [-5.129800, -1.621200, 15.231040], [-6.261920, -2.024600, 14.216790], [-2.258140, 9.777860, 18.709700], [-2.611150, 9.915260, 20.201480], [-2.725930, 8.516880, 20.777220], [-3.889710, 7.897810, 20.194070], [-4.079930, 6.564010, 20.654120], [-1.592700, 10.776410, 20.794720], [-3.078820, 9.472500, 18.060580], [-1.485050, 9.016610, 18.605200], [-1.970370, 10.765470, 18.349240], [-3.586880, 10.399140, 20.245260], [-2.950250, 8.559840, 21.843020], [-1.784580, 7.985540, 20.637050], [-3.199880, 6.033310, 21.017400], [-4.436760, 5.977350, 19.807590], [-4.688910, 6.521390, 21.557130], [-1.715050, 10.939020, 21.784010], [-1.692830, 11.745890, 20.529820], [-3.388550, 3.980440, 23.789440], [-2.993100, 5.122810, 24.730320], [-1.910890, 6.049070, 24.071760], [-1.359970, 6.944580, 25.050350], [-0.358880, 7.804300, 24.557170], [-4.200300, 5.879860, 25.123270], [-4.068740, 3.299490, 24.301050], [-2.499850, 3.391730, 23.562020], [-3.855430, 4.438650, 22.917560], [-2.517870, 4.537610, 25.517580], [-2.357500, 6.613990, 23.253530], [-1.082760, 5.485370, 23.642170], [0.040780, 8.483970, 25.309780], [-0.659100, 8.483260, 23.759070], [0.500800, 7.301350, 24.114350], [-4.885280, 5.187550, 25.390870], [-3.952480, 6.523690, 25.860950], [-11.431910, 8.244590, 27.407350], [-10.045870, 7.793150, 26.781090], [-8.964530, 7.240900, 27.833530], [-8.701400, 8.261090, 28.765430], [-7.803970, 9.249680, 28.359010], [-10.416540, 6.647390, 25.951940], [-11.208510, 8.953250, 28.204850], [-12.005330, 7.530930, 27.998940], [-12.063390, 8.805930, 26.718720], [-9.556780, 8.543210, 26.159560], [-8.045800, 6.871840, 27.377640], [-9.406250, 6.379310, 28.334170], [-8.221560, 10.216980, 28.638370], [-7.801820, 9.293340, 27.269880], [-6.800200, 9.077450, 28.747440], [-9.676710, 6.244010, 25.395130], [-11.160580, 6.959270, 25.344300], [-6.458150, 4.080200, 28.524270], [-5.613410, 3.134400, 27.653950], [-5.391790, 1.740950, 28.372450], [-4.873680, 1.921590, 29.718540], [-3.529740, 2.460660, 29.831470], [-6.311630, 3.061900, 26.369390], [-7.360380, 3.614250, 28.920460], [-6.723420, 4.911970, 27.871660], [-5.886390, 4.357710, 29.409810], [-4.643910, 3.556160, 27.388830], [-4.727380, 1.084660, 27.810370], [-6.323690, 1.190100, 28.499890], [-3.270240, 2.690470, 30.864890], [-3.456020, 3.440080, 29.358820], [-2.821590, 1.765030, 29.381210], [-5.641360, 2.509630, 25.853790], [-6.958990, 2.298610, 26.505050], [-7.772320, 4.128920, 18.249260], [-7.812650, 3.127900, 17.112210], [-9.215620, 3.048250, 16.428050], [-10.152090, 2.521750, 17.389340], [-11.423240, 2.077480, 16.881830], [-6.844010, 3.543680, 16.156030], [-7.834390, 5.168310, 17.926890], [-6.892130, 4.012130, 18.881500], [-8.616970, 3.821580, 18.865880], [-7.521940, 2.149480, 17.494670], [-9.129380, 2.435850, 15.530480], [-9.461430, 4.045770, 16.063870], [-12.093010, 2.882570, 16.579620], [-11.775290, 1.679730, 17.833650], [-11.338010, 1.367140, 16.059480], [-5.922080, 3.572000, 16.567530], [-6.866300, 2.932520, 15.352240], [-7.303690, 7.526590, 19.147130], [-6.901480, 8.116250, 17.765590], [-7.768470, 9.289450, 17.322590], [-9.035830, 8.751330, 17.010210], [-9.844280, 9.783290, 16.464980], [-5.462080, 8.426390, 17.825090], [-6.745690, 6.595590, 19.247010], [-8.322500, 7.139990, 19.121420], [-7.265500, 8.290700, 19.923520], [-7.027460, 7.388720, 16.963770], [-7.262490, 9.725670, 16.461320], [-7.775090, 10.079240, 18.073780], [-10.815840, 9.388760, 16.167430], [-9.492160, 10.179180, 15.512420], [-10.120300, 10.513090, 17.226100], [-4.948480, 7.677980, 18.268010], [-5.374010, 9.183850, 18.487350], [-7.642950, -1.525730, 24.873460], [-6.920370, -0.225610, 25.164520], [-5.417710, -0.394960, 24.642870], [-4.696770, 0.749580, 25.217060], [-3.263630, 0.849160, 25.067080], [-7.610330, 0.935360, 24.467470], [-8.719740, -1.509670, 25.041870], [-7.260130, -2.428420, 25.349590], [-7.720990, -1.740610, 23.807700], [-6.912710, -0.053810, 26.240870], [-5.540610, -0.458000, 23.561650], [-4.914370, -1.255240, 25.084080], [-2.882480, 0.962470, 24.052200], [-2.827570, -0.072490, 25.452450], [-2.879570, 1.663030, 25.682080], [-7.032570, 1.763520, 24.446530], [-8.427880, 1.242550, 24.974770], [-11.840820, 3.525680, 25.239180], [-11.422850, 3.411450, 26.721980], [-9.936610, 3.131540, 27.017200], [-9.461250, 1.935720, 26.363980], [-9.672640, 0.768080, 27.021360], [-11.859780, 4.669710, 27.388520], [-11.591040, 2.540560, 24.845150], [-11.273120, 4.281880, 24.696970], [-12.918460, 3.671320, 25.164580], [-11.946760, 2.514060, 27.051070], [-9.607720, 3.205800, 28.053740], [-9.420650, 3.920680, 26.470260], [-9.335350, -0.079910, 26.425330], [-10.720810, 0.469320, 27.007990], [-9.283970, 0.694850, 28.037080], [-11.438260, 5.447640, 26.901440], [-12.839660, 4.832130, 27.205390], [-14.016050, 8.096330, 22.067370], [-12.605840, 7.720920, 22.465580], [-11.489130, 8.623030, 21.883410], [-11.517380, 8.648470, 20.488690], [-10.799870, 9.626200, 19.772790], [-12.637940, 7.670060, 23.927690], [-13.996380, 8.213470, 20.983870], [-14.406770, 8.948240, 22.623860], [-14.838780, 7.388110, 22.165570], [-12.432980, 6.720670, 22.068450], [-10.530920, 8.191180, 22.172240], [-11.594870, 9.609730, 22.334340], [-11.283950, 9.662420, 18.796850], [-9.734200, 9.475970, 19.599950], [-10.830600, 10.616760, 20.226610], [-13.213290, 6.903650, 24.246580], [-13.078080, 8.470710, 24.358200], [-8.531400, 5.975030, 22.369340], [-8.175940, 4.835900, 23.297860], [-6.951670, 4.046680, 22.783650], [-7.325360, 3.201440, 21.684330], [-6.359610, 2.283060, 21.291310], [-7.962420, 5.299840, 24.643070], [-9.349380, 6.600270, 22.727210], [-8.750810, 5.442360, 21.444020], [-7.661540, 6.594960, 22.152250], [-9.046380, 4.186510, 23.391220], [-6.619500, 3.365330, 23.566920], [-6.042240, 4.601890, 22.553890], [-6.350050, 1.499710, 22.049180], [-5.380050, 2.755510, 21.218180], [-6.537690, 1.780280, 20.340730], [-7.620840, 4.579310, 25.262960], [-7.184380, 5.943530, 24.663330], [-4.328860, 12.663480, 23.819440], [-3.605780, 11.562910, 24.483910], [-4.138530, 10.191590, 24.051470], [-5.516220, 10.074560, 24.509190], [-6.164480, 8.794600, 24.309600], [-2.183000, 11.720860, 24.008070], [-5.378430, 12.655530, 24.113450], [-4.378950, 12.581030, 22.733720], [-3.782120, 13.577330, 24.051930], [-3.786830, 11.712270, 25.548340], [-3.492200, 9.412030, 24.454750], [-4.134350, 10.221840, 22.961900], [-5.653710, 8.030590, 24.895700], [-5.998650, 8.505470, 23.271810], [-7.235810, 8.894540, 24.483860], [-1.682940, 10.952750, 24.432370], [-1.877580, 12.582480, 24.437520], [-2.384070, 2.751130, 16.666190], [-3.421880, 2.079620, 17.608360], [-2.906490, 1.157000, 18.779990], [-3.925060, 0.857190, 19.800770], [-3.522850, -0.065950, 20.784600], [-4.201530, 3.112440, 18.221920], [-1.721410, 3.299330, 17.335850], [-2.752400, 3.544070, 16.015290], [-1.793870, 2.034300, 16.095290], [-4.067260, 1.403900, 17.047120], [-2.093810, 1.698310, 19.264370], [-2.468830, 0.270910, 18.320210], [-2.675960, 0.330190, 21.344920], [-3.344470, -1.015390, 20.279790], [-4.432370, -0.226510, 21.363480], [-3.553690, 3.806990, 18.565440], [-4.617610, 2.745080, 19.065740], [-8.916330, 0.199760, 21.400230], [-9.532430, 0.366950, 19.692890], [-9.968220, -0.916150, 22.349860], [-7.871580, -0.106750, 21.451680], [-9.051420, 1.156520, 21.904680]],
  "forces_ev_per_a": [[-1.1, -0.1, 0.9], [-0.8, -2.2, 0.2], [1.4, 0.7, -0.1], [-1.2, -0.2, -1.1], [0.6, 0.8, 1.2], [0.5, -0.2, 0.2], [-0.2, 0.1, 0.2], [0.3, 0.8, -0.1], [0.5, -0.5, -0.4], [-0.3, 0.1, 0.3], [0.3, 0.1, -1.0], [0.2, 0.5, 0.4], [-0.4, 0.4, -0.3], [0.1, 0.0, -0.2], [0.1, -0.5, -0.2], [0.2, 0.1, 0.3], [-0.3, -0.1, -0.3], [-0.4, 0.1, 0.0], [-0.2, 0.5, -1.5], [-0.9, 0.7, 0.8], [1.3, -0.6, 0.3], [0.3, 0.0, 0.0], [0.5, -0.2, 1.0], [-0.2, -0.1, 0.3], [0.4, 0.4, -0.2], [0.5, -0.2, -0.1], [-0.5, -0.1, 0.2], [0.4, 0.1, 0.4], [-0.1, -0.4, -0.3], [0.8, 0.4, -0.4], [-0.5, 0.0, 0.3], [-0.8, 0.2, -0.2], [-0.2, -0.7, 0.7], [-0.1, 0.0, -1.1], [0.1, 0.9, 0.0], [0.7, 0.0, -0.8], [-0.3, 0.0, 0.8], [-0.4, 0.0, 0.0], [0.5, 0.5, -0.6], [1.1, -0.5, -0.8], [-0.3, 0.1, -0.1], [0.0, 0.1, -0.4], [0.0, -0.5, -0.3], [0.2, 0.6, 0.8], [-0.3, 0.2, -0.1], [0.0, -0.5, 0.0], [-0.3, -0.4, 0.5], [-0.8, 0.0, -0.3], [0.1, -0.6, 0.2], [-0.3, 0.2, 0.6], [-0.3, -0.1, 0.3], [1.6, 1.4, 0.9], [-1.2, -2.6, 1.6], [-0.9, 1.2, 0.0], [-0.7, -1.2, 0.6], [-0.3, 0.5, -0.9], [0.3, 2.0, -0.5], [0.2, 0.4, -0.1], [0.2, -0.7, -0.7], [0.1, -0.4, -0.3], [-0.2, 0.2, -0.2], [0.0, 0.2, -0.6], [-0.1, 0.2, 0.3], [0.3, 0.0, 0.5], [0.5, 0.0, -0.3], [0.0, 0.1, 0.0], [1.2, -1.2, -0.2], [-1.2, -0.2, -0.7], [1.1, -0.4, 0.2], [-0.8, -0.2, 1.1], [0.9, 1.3, 0.7], [0.3, 0.3, -0.2], [-1.0, 0.0, -0.6], [0.6, -1.3, 0.1], [-0.1, -0.2, -0.3], [0.0, 0.3, 0.4], [-0.1, 0.5, -0.1], [0.2, 0.3, 0.5], [0.2, 0.1, -0.3], [-0.2, 0.2, 0.0], [-0.4, -0.7, 0.1], [0.0, 0.0, -0.5], [0.2, 0.0, 0.1], [0.4, 0.0, -1.1], [-1.2, 0.1, 0.0], [-0.8, -0.8, 0.7], [-0.4, 0.3, 0.0], [0.7, -0.1, 1.1], [0.5, 0.5, -1.6], [0.9, 0.5, 1.3], [0.2, 0.5, -1.4], [-0.2, -0.2, -0.2], [0.2, 0.0, -0.2], [-0.2, 0.6, 0.4], [-0.5, -0.5, 0.4], [-0.2, -0.4, 0.0], [-0.3, 0.3, 0.2], [0.2, 0.3, -0.1], [-0.8, -0.6, -0.6], [0.1, -0.3, 0.2], [0.2, -0.1, 0.0], [0.4, -0.1, -0.2], [-1.1, -0.4, -1.6], [0.4, -0.6, 0.9], [1.3, -0.9, 0.0], [-0.1, 1.2, -0.3], [-1.2, -0.8, -0.2], [-0.6, 0.9, -0.6], [0.5, 0.4, 0.8], [-0.4, 0.3, 0.0], [0.6, -0.3, 0.2], [-0.1, -0.4, 0.2], [-0.2, 0.1, -0.4], [-0.5, 0.2, 0.4], [0.0, -0.6, 0.2], [0.7, 0.4, 0.3], [0.6, 0.6, -0.2], [-0.1, -0.2, -0.1], [0.3, 0.3, 0.2], [-1.0, -0.5, -0.8], [0.7, 0.3, -0.9], [-1.1, 1.5, 2.1], [0.1, 0.5, -1.3], [-0.5, -1.2, 0.3], [0.9, -1.3, -0.2], [0.0, 0.3, 0.7], [0.3, 0.3, 0.3], [0.7, 0.1, -0.3], [0.3, 0.0, 0.2], [0.8, 0.3, -0.2], [-0.4, -0.4, -0.3], [-0.5, 0.2, -0.2], [0.2, -0.2, 0.1], [-0.4, 0.1, 0.0], [0.4, -0.2, 0.0], [-0.1, -0.3, 0.0], [1.0, -1.2, 0.4], [-0.6, 0.4, 0.3], [0.2, 0.5, -1.9], [0.0, 2.5, 0.0], [-1.4, -2.6, 0.4], [0.0, -1.7, 0.3], [-0.1, 0.1, -0.6], [-0.1, 0.1, 0.0], [0.1, 0.1, -0.1], [-0.6, 0.4, 0.7], [-0.5, -0.3, 0.2], [0.4, 0.2, 0.1], [0.9, 0.3, 0.0], [-0.6, 0.4, 0.6], [0.2, 0.2, 0.1], [1.3, 1.1, 0.0], [-0.5, -0.4, 0.2], [-0.5, 0.3, -1.7], [-1.3, -0.3, -0.2], [0.1, -0.2, 0.6], [-0.7, -0.5, -0.1], [-0.1, 0.6, -0.2], [1.7, -0.6, 1.3], [-0.3, 0.8, -0.1], [0.4, 0.5, -0.4], [0.6, -0.8, 0.6], [0.2, -0.2, 0.2], [0.2, 0.1, 0.5], [0.1, 0.4, -0.1], [0.1, 0.1, 0.1], [0.1, -0.9, 0.2], [-0.5, 0.2, 0.3], [-0.1, -0.3, -0.3], [0.0, 0.5, -0.4], [0.5, -0.7, -0.4], [0.4, -0.1, -0.3], [-0.5, -1.9, -0.3], [-1.1, 1.4, -0.3], [0.7, -0.4, 0.6], [0.2, 1.1, 1.1], [-0.1, -0.2, -0.1], [-0.5, 0.5, -0.3], [0.1, 0.2, 0.2], [0.1, -0.5, -0.5], [0.0, 0.0, 0.5], [-0.2, 0.7, -0.3], [0.5, -0.3, 0.2], [0.3, 0.0, 0.1], [-0.6, 0.5, -0.2], [0.0, -0.7, 0.2], [0.2, 0.6, -0.2], [-1.2, 0.7, -0.7], [0.4, -0.5, -0.9], [-1.0, 0.6, 0.4], [0.2, -0.3, 0.2], [1.7, 1.0, -0.7], [-1.4, -0.9, 0.9], [0.1, 0.5, 0.4], [0.4, -0.2, -0.2], [-0.6, 0.4, 0.1], [0.5, -0.4, 0.4], [-0.1, -0.4, 0.0], [0.1, -0.5, -0.2], [-0.4, -0.1, 0.3], [-0.3, -0.2, -0.3], [0.2, 0.1, 0.3], [0.7, 0.0, 0.1], [0.5, 0.1, 0.0], [0.4, -0.6, 1.4], [-0.4, -1.0, 0.4], [0.6, 0.4, -0.2], [0.5, 1.1, -2.1], [-0.7, 0.0, -1.0], [-0.7, 1.0, 0.1], [0.5, -0.1, 0.0], [-0.7, -0.5, -0.1], [-0.1, 0.0, 0.0], [-0.3, 0.3, -0.4], [0.2, 0.1, 0.3], [-0.2, -0.5, 0.3], [0.1, -0.3, 0.3], [0.6, -0.2, 0.3], [0.3, 0.1, 0.5], [0.1, 0.4, 0.0], [-0.4, -0.1, 0.1], [-1.1, 0.3, 0.0], [0.7, -0.1, 1.1], [0.4, 0.1, -0.5], [-0.4, -0.2, -0.3], [0.2, -0.1, -0.4]],
  "fmax_ev_per_a": 3.2,
  "total_charge": 1,
  "e_homo_ev": [-9.921, -9.921],
  "spin_multiplicity": 2,
  "orbital_gap_ha": [0.298, 0.105],
  "s2": 0.7583
}